A) Below is an isolated ion of composition C3H5N2 and charge +1, with properties calculated with the ωB97M-V functional and the def2-TZVPD basis.

Element x y z (Å)
C 2.0796 -1.5250 -0.6459
H 2.0751 -1.1580 1.2368
C 0.4427 -0.2499 0.3464
H -1.5991 0.6198 -0.4550
N 1.6001 -1.1291 0.4064
N 0.1463 -0.0462 -1.0617
H -0.3420 -0.7473 1.0680
H 0.9671 0.6530 0.8638
H -1.1234 0.9715 -2.2101
C -0.9306 0.5527 -1.2169

As for the charge: +1. The HOMO energy is -15.8 eV. As for the LUMO energy: -6.9 eV. The calculation puts the HOMO-LUMO gap at 8.8 eV.

---

B) Below is an isolated ion of composition C3H5N2 and charge +1, with properties calculated with the ωB97M-V functional and the def2-TZVPD basis.

Element x y z (Å)
C -1.0815 -0.3424 -0.3270
N 0.5759 0.5624 0.7698
H -1.4107 0.7608 1.5582
C -0.7860 0.3946 0.7620
N 0.1259 -0.6064 -0.9540
H 0.2616 -1.0955 -1.8267
H 2.1600 0.0535 -0.5250
H 1.0325 1.0688 1.5281
C 1.1194 -0.0439 -0.2700
H -1.9970 -0.7519 -0.7154

Its SMILES is c1c[nH+]c[nH]1. As for the charge: +1. The HOMO energy is -15.1 eV. As for the LUMO energy: -3.5 eV. The calculation puts the HOMO-LUMO gap at 11.6 eV.

---

Most stable: B) (next structure +142.0 kcal/mol)

---

A) Below is C4H10N2O2 as an isolated structure, with properties calculated with the ωB97M-V functional and the def2-TZVPD basis.

Element x y z (Å)
H -2.6021 -0.4801 0.5897
C -1.7283 -0.4690 -1.3554
H -0.6473 2.0400 1.8583
C 1.8842 0.3365 -0.9683
N -0.8260 0.6322 0.5961
N -1.3727 1.4090 1.5124
H 1.1185 -1.3390 1.0158
O 1.7261 -0.7909 -1.7119
H -2.4756 -1.0955 -1.8123
H 2.4005 -1.4441 -1.4874
H 2.7818 0.3714 -0.3420
O 1.1218 1.2790 -1.1163
C -1.7907 -0.1881 -0.0636
H -0.8943 -0.1519 -1.9641
H -0.1529 1.0663 -0.0982
H 1.0900 0.2851 1.9201
H -0.1788 -0.9705 2.0400
C 0.5458 -0.4903 1.3872

The HOMO energy (alpha / beta) is -7.2 / -7.2 eV. As for the LUMO energy (alpha / beta): 0.2 / 0.2 eV. The calculation puts the HOMO-LUMO gap (alpha / beta) at 7.5 / 7.4 eV.

---

B) Below is a 2-piece molecular cluster, C4H10N2O2 overall, with properties calculated with the ωB97M-V functional and the def2-TZVPD basis.

Element x y z (Å)
H -1.2122 0.9131 -0.8004
O -0.0329 2.8667 -0.4037
C 1.5947 2.4660 -2.2431
N -0.8095 -1.5153 0.4679
C 0.3457 2.1557 -1.3870
H 2.1531 3.3516 -1.8609
H -0.1704 0.2863 -1.8375
H 2.3154 1.5794 -2.2055
H -1.0757 -2.3296 0.0315
H 0.0660 -2.5778 3.5616
H 1.3885 2.7797 -3.3105
H -1.7295 -2.5897 3.0319
H -0.5479 -3.5330 2.1736
H -0.7577 -0.7652 -0.1561
O 0.0656 -0.2885 2.1758
N -0.5483 1.1176 -1.6516
C -0.4036 -1.3599 1.7309
C -0.6414 -2.5571 2.6830

Its SMILES is CC(N)=O.CC(N)=O. The HOMO energy is -9.7 eV. As for the LUMO energy: 0.6 eV. The calculation puts the HOMO-LUMO gap at 10.3 eV.

---

C) Below is C4H10N2O2 as an isolated structure, with properties calculated with the ωB97M-V functional and the def2-TZVPD basis.

Element x y z (Å)
C 0.1108 -0.6840 -0.6862
H 1.1502 0.7640 -2.7848
O 2.3503 0.0454 3.0399
H 0.8053 -2.3489 2.1204
H 0.2788 2.1318 -2.3571
H 1.5102 -0.4754 2.9997
H -0.4047 0.7803 -3.6112
H 0.8976 -1.4643 -1.0387
H -2.1394 1.5398 -1.1892
C -0.3863 0.3461 -1.4697
C -1.6389 0.1963 0.3761
N -0.6829 -0.7958 0.4136
N -1.4865 0.9311 -0.7834
H 1.9203 0.8532 2.5290
C 0.1166 1.0355 -2.6800
H -0.3343 -1.2368 1.5464
H -2.4436 0.0331 1.0991
O 0.3764 -1.6514 2.4761

The HOMO energy is -9.1 eV. As for the LUMO energy: 0.3 eV. The calculation puts the HOMO-LUMO gap at 9.4 eV.

---

Most stable: B) (next structure +30.1 kcal/mol)

---

A) Below is a 3-piece molecular cluster, C2H13N2O2 overall, with properties calculated with the ωB97M-V functional and the def2-TZVPD basis.

Element x y z (Å)
H -0.7141 -1.7806 -1.1699
H -0.2167 -1.1033 0.2119
H 0.3837 2.4615 -0.0905
H -1.0331 1.0761 1.1989
N -0.3699 2.0127 -0.5755
C -1.8065 0.0718 -0.6066
H -2.6628 -0.4414 -0.1792
H 2.6058 -0.4741 4.0136
H 2.5393 -2.0116 3.8226
H 2.4699 -0.4971 -2.0468
H 0.1277 -0.3372 -1.0780
H -2.2924 1.8571 0.3370
H -2.0186 0.3032 -1.6483
H 2.0405 -1.9675 -2.2510
N -0.6539 -0.8964 -0.6873
C -1.3776 1.2730 0.1820
O 1.7388 -1.1104 -1.9365
O 2.0869 -1.1895 3.5782
H -0.8471 2.7536 -1.0746

As for the charge: +1. The HOMO energy is -13.8 eV. As for the LUMO energy: -3.0 eV. The calculation puts the HOMO-LUMO gap at 10.8 eV.

---

B) Below is a 3-piece molecular cluster, C2H13N2O2 overall, with properties calculated with the ωB97M-V functional and the def2-TZVPD basis.

Element x y z (Å)
O -2.2336 -1.8491 0.2319
H 3.1772 -0.6130 -0.3996
O -2.0832 1.2045 0.9741
H 3.0614 0.7321 -1.4931
H 1.5398 1.1591 1.1996
H -2.6677 1.6234 0.3844
H 0.1098 -0.0456 0.8145
H 2.4887 2.1926 0.1782
C 2.3063 0.2665 -0.6812
H -2.5231 1.1276 1.8629
H -2.8204 -2.6522 0.0248
N -0.1976 -0.1963 -0.2434
H -0.6176 0.6896 -0.4108
H -2.4748 -1.7211 1.2126
H -0.9114 -1.0535 -0.3014
C 0.9949 -0.5505 -1.0367
N 2.2637 1.2488 0.3667
H 0.7912 -0.3119 -2.1801
H 1.1112 -1.6343 -1.0956

As for the charge: +1. The HOMO energy is -12.4 eV. As for the LUMO energy: -3.4 eV. The calculation puts the HOMO-LUMO gap at 9.1 eV.

---

Most stable: A) (next structure +46.2 kcal/mol)